DFT (ωB97M-V with the def2-TZVPD basis set) results for a molecular structure, C42H63ClCsIN8O4SSe.

XYZ file:
```
122
Properties=species:S:1:pos:R:3:forces:R:3:lowdin_charge:R:1
Cs -0.820029 0.339105 0.811064 0.4605 0.2794 0.0208 0.947
C -6.244834 3.550872 -3.048049 -0.0010 -0.0007 0.0022 -0.047
C -5.371020 4.657148 -2.440106 -0.0107 0.0007 0.0058 -0.555
C -6.184011 5.388639 -1.372105 0.0009 -0.0040 -0.0127 -0.069
C -4.975964 5.657429 -3.534898 -0.0010 -0.0010 0.0004 -0.047
C -4.105523 4.033881 -1.860672 0.0078 0.0068 -0.0002 -0.152
C -3.715513 4.208257 -0.540801 -0.0247 -0.0199 -0.0132 0.018
C -2.570214 3.564047 -0.091207 -0.0498 -0.0247 0.0062 -0.111
N -1.811392 2.784969 -0.852558 0.1023 0.0414 0.0107 0.042
C -2.156781 2.634641 -2.133301 -0.0397 0.0432 0.0609 -0.240
C -3.286226 3.241769 -2.662311 0.0013 -0.0575 -0.0470 0.014
C -1.281593 1.753850 -2.963859 -0.1151 -0.0469 0.0438 -0.213
C -1.217934 1.893584 -4.341760 0.1091 0.0555 -0.0054 0.034
C -0.377615 1.077553 -5.096661 -0.0144 0.0467 -0.0171 -0.153
C 0.343450 0.117153 -4.406925 0.0153 -0.0401 0.0155 0.001
C 0.197068 0.023966 -3.029497 0.0551 0.0806 -0.0157 -0.112
N -0.577151 0.823488 -2.312255 -0.0824 -0.0629 -0.0054 0.067
C -0.259852 1.291074 -6.602493 0.0241 -0.0010 0.0088 -0.555
C -1.637373 1.111514 -7.252432 -0.0178 -0.0075 -0.0013 -0.049
C 0.716522 0.304997 -7.243394 0.0073 0.0084 -0.0040 -0.065
C 0.248709 2.716083 -6.863018 -0.0283 -0.0040 -0.0126 -0.038
H -7.167399 3.983434 -3.443662 0.0003 0.0015 0.0008 0.080
H -6.508603 2.809064 -2.291936 -0.0010 0.0022 -0.0009 0.090
H -5.740162 3.030446 -3.863330 0.0008 0.0008 -0.0029 0.074
H -7.078447 5.816091 -1.832263 -0.0026 0.0034 -0.0021 0.081
H -5.625310 6.194301 -0.894925 -0.0062 -0.0106 0.0033 0.058
H -6.506719 4.705111 -0.584297 0.0038 0.0064 0.0038 0.091
H -5.871745 6.102829 -3.975458 0.0012 0.0017 -0.0002 0.080
H -4.408418 5.173912 -4.332493 -0.0008 -0.0016 -0.0018 0.075
H -4.362738 6.458674 -3.119052 0.0000 0.0014 0.0013 0.091
H -4.274328 4.829803 0.145406 0.0025 -0.0062 -0.0096 0.069
H -2.264961 3.671596 0.945744 0.0071 0.0021 -0.0090 0.084
H -3.553048 3.056515 -3.694315 -0.0069 -0.0056 -0.0017 0.105
H -1.787184 2.678596 -4.821123 -0.0027 0.0016 0.0036 0.106
H 1.040708 -0.541641 -4.902451 0.0022 -0.0035 0.0016 0.101
H 0.747203 -0.726813 -2.474259 0.0039 -0.0303 -0.0104 0.087
H -2.020379 0.103977 -7.077892 0.0018 0.0032 -0.0004 0.090
H -1.565364 1.271664 -8.331312 0.0003 -0.0017 0.0017 0.081
H -2.365124 1.820079 -6.854641 0.0020 0.0003 0.0038 0.076
H 0.396912 -0.728894 -7.097183 -0.0026 0.0048 -0.0044 0.086
H 1.721843 0.416924 -6.834545 0.0098 0.0001 0.0125 0.082
H 0.767776 0.493242 -8.318153 -0.0024 -0.0038 0.0014 0.082
H -0.440721 3.463740 -6.468359 0.0045 0.0021 -0.0073 0.078
H 0.354131 2.884335 -7.938144 -0.0007 0.0000 0.0070 0.083
H 1.218861 2.870786 -6.390888 0.0449 -0.0034 0.0176 0.090
O 0.928461 -2.748559 4.284730 -0.0958 -0.0050 0.0798 -0.112
H 0.784767 -1.791932 4.434270 0.1064 0.0396 -0.0934 -0.085
H 1.002360 -2.817997 3.327006 0.0225 -0.0186 -0.0245 0.031
N -2.439361 3.786390 3.534777 0.0634 0.0386 0.0051 0.114
C -2.746954 4.887763 3.308576 -0.0632 -0.0750 -0.0486 -0.409
N -3.028849 6.144152 3.106346 0.0606 0.0928 0.0353 0.031
C -3.965992 6.471762 2.249385 -0.0517 -0.0279 0.0211 -0.446
N -4.781935 6.847555 1.508181 0.0221 0.0132 0.0161 0.068
N 3.182782 -1.771811 -1.785098 -0.1239 -0.0398 -0.0283 0.133
C 2.483573 -1.640476 -0.640850 0.1652 -0.0668 0.0540 -0.714
O 1.447619 -2.246193 -0.395358 -0.0303 0.1007 0.0477 -0.014
C 3.088786 -0.684889 0.367180 -0.0315 0.0570 -0.0234 -0.557
I 4.794730 -1.556586 1.314443 -0.0051 0.0002 -0.0069 0.768
H 2.752513 -2.327759 -2.506753 -0.0009 -0.0046 0.0164 0.106
H 3.815160 -1.024775 -2.095891 0.0118 0.0166 0.0106 -0.056
H 2.377502 -0.492942 1.164643 0.0423 0.0330 -0.0472 0.020
H 3.443627 0.230255 -0.106927 0.0018 -0.0077 -0.0020 0.018
C 9.728678 2.936890 -5.243959 -0.0003 -0.0025 -0.0024 -0.078
C 8.387141 2.505895 -4.710073 -0.0066 -0.0014 0.0076 -0.302
C 7.222369 2.693651 -5.438323 0.0111 -0.0008 0.0099 -0.044
C 5.976462 2.297886 -4.957222 -0.0086 0.0016 -0.0053 -0.324
C 4.758087 2.534212 -5.800984 -0.0400 0.0021 -0.0243 -0.129
C 5.867101 1.684905 -3.696940 0.0391 -0.0260 0.0332 -0.599
Se 4.163032 1.155681 -3.022269 -0.0408 0.0032 -0.0616 0.568
C 7.047163 1.491456 -2.950289 -0.0110 -0.0149 0.0293 -0.316
C 6.999506 0.849587 -1.593752 0.0018 0.0028 -0.0024 -0.116
C 8.271892 1.900359 -3.464193 0.0002 0.0044 -0.0102 -0.043
H 9.619988 3.453352 -6.199091 0.0004 -0.0007 -0.0006 0.062
H 10.392322 2.082300 -5.402292 -0.0004 -0.0009 0.0005 0.069
H 10.235602 3.616133 -4.553800 -0.0009 -0.0008 0.0019 0.069
H 7.278664 3.168077 -6.414921 -0.0039 -0.0015 -0.0017 0.100
H 5.023729 3.021482 -6.742267 -0.0008 -0.0013 0.0077 0.063
H 4.029367 3.147242 -5.265686 0.0070 0.0004 -0.0086 0.055
H 4.250619 1.589352 -6.010761 -0.0098 0.0051 -0.0119 0.048
H 6.346506 1.411138 -0.922509 -0.0006 0.0018 0.0014 0.060
H 7.998679 0.788904 -1.157064 -0.0053 -0.0058 0.0050 0.065
H 6.571966 -0.153922 -1.650094 0.0086 -0.0040 -0.0020 0.052
H 9.166707 1.742462 -2.866784 -0.0027 -0.0014 0.0027 0.106
C -1.971054 -4.227164 5.882085 -0.0025 -0.0001 -0.0046 -0.116
C -2.876070 -4.533673 4.691210 0.0077 -0.0009 -0.0026 -0.258
C -2.817626 -3.510730 3.557502 -0.0008 0.0035 -0.0041 -0.184
C -3.213331 -2.090994 3.950824 0.0060 0.0108 0.0040 -0.186
N -2.063749 -1.361785 4.503740 -0.0082 -0.0340 -0.0150 0.029
C -1.717661 -0.085991 4.258051 0.0435 0.0226 0.0402 -0.858
S -0.063911 0.361927 4.341359 -0.0702 0.0064 0.0029 0.540
N -2.639263 0.833480 3.940024 -0.0321 0.0283 0.0350 0.012
C -4.029285 0.873226 4.406969 0.0058 -0.0308 -0.0030 -0.170
C -4.947004 1.560445 3.400490 -0.0138 0.0121 0.0122 -0.192
C -5.208155 0.758267 2.129847 0.0016 0.0111 -0.0031 -0.251
C -6.170392 -0.407037 2.337088 0.0027 0.0059 0.0013 -0.096
H -2.020558 -5.023307 6.628494 0.0009 0.0001 0.0001 0.062
H -2.263363 -3.297808 6.376226 -0.0043 0.0017 0.0010 0.067
H -0.930450 -4.121470 5.566876 0.0002 0.0033 0.0007 0.059
H -3.913527 -4.618603 5.033939 -0.0029 0.0042 0.0039 0.101
H -2.609500 -5.513473 4.283571 -0.0114 0.0005 -0.0020 0.100
H -3.487073 -3.807154 2.748598 -0.0015 0.0005 0.0013 0.095
H -1.813113 -3.484756 3.122956 0.0003 0.0041 0.0041 0.120
H -4.029215 -2.132564 4.682578 -0.0012 0.0010 -0.0024 0.113
H -3.555643 -1.568422 3.058457 0.0024 -0.0130 0.0076 0.082
H -1.259746 -1.941522 4.695282 0.0079 -0.0010 0.0111 0.067
H -2.265978 1.774593 3.802801 0.0202 0.0027 -0.0248 0.040
H -4.041746 1.438419 5.344978 -0.0107 -0.0055 0.0089 0.122
H -4.376084 -0.131199 4.629226 0.0001 0.0169 -0.0035 0.086
H -4.506803 2.528097 3.157565 0.0026 -0.0013 -0.0038 0.076
H -5.895792 1.766857 3.909927 -0.0060 0.0020 -0.0079 0.111
H -4.264954 0.381813 1.728757 -0.0016 -0.0017 0.0042 0.073
H -5.615620 1.427382 1.366321 -0.0023 -0.0022 0.0006 0.103
H -5.829709 -1.076890 3.130008 0.0034 -0.0002 -0.0066 0.060
H -6.256181 -1.015096 1.436723 -0.0076 -0.0002 0.0003 0.065
H -7.165215 -0.043139 2.613315 -0.0011 -0.0014 0.0028 0.068
Cl -4.233302 -0.245728 -1.695801 0.0155 0.0076 -0.0258 0.564
C -3.710893 -1.909452 -1.245694 -0.0131 0.0307 0.0073 -0.466
C -3.690858 -2.079045 0.287857 0.0172 0.0741 -0.0792 -0.778
O -4.417566 -2.962303 0.761036 0.0046 -0.0136 -0.0177 -0.023
O -2.909394 -1.293589 0.888626 -0.4090 -0.4919 0.0401 -0.362
H -2.705046 -2.027477 -1.645349 -0.0121 -0.0256 -0.0222 0.066
H -4.401804 -2.602447 -1.713406 -0.0181 0.0103 0.0106 0.061
```
Positions in Å, forces in eV/Å.

Calculated values
net charge	-2
LUMO energy	0.1253	Eh
ΔE to the lowest compared entry with this formula, charge and spin	0.107	eV
DFT total energy	-162047.999	eV
frontier orbital gap	5.956	eV
molar mass	1150.3	Da


DFT (ωB97M-V with the def2-TZVPD basis set) results for a molecular structure, C11H17IrN2O4S3.

XYZ file:
```
38
Properties=species:S:1:pos:R:3:forces:R:3:nbo_charge:R:1
Ir -0.571962 -1.851464 0.824253 0.0038 -0.1112 -0.0114 1.299
S -0.531859 -4.417404 4.526508 -0.0512 -0.0660 0.1204 0.572
C -0.505012 -3.454499 3.177688 0.2108 0.2088 -0.3663 -0.616
S 0.333835 -1.954351 3.080357 -0.0798 -0.2022 0.1979 0.082
S -1.246559 -3.934743 1.682533 -0.1302 0.0485 0.1419 0.040
C 2.561009 -3.777333 0.087707 0.0762 -0.0090 -0.0129 -0.648
C 2.007360 -2.908654 -1.010820 -0.0553 0.1296 -0.1384 -0.082
O 0.543670 -2.823271 -0.936371 -0.1100 -0.1531 0.0555 -0.742
H 3.637789 -3.869383 -0.043171 0.0636 -0.0067 0.0225 0.250
H 2.138809 -4.783617 0.064391 -0.0171 -0.0083 -0.0269 0.213
H 2.385708 -3.337716 1.070805 -0.0322 0.0315 0.0050 0.212
H 2.232681 -3.294790 -2.007659 0.0526 0.0430 0.1114 0.198
H 2.345140 -1.876624 -0.932156 0.0476 -0.1199 0.0003 0.231
H 0.185731 -3.703692 -1.126416 0.0225 0.1256 0.0480 0.503
C -1.046765 2.821850 2.066107 -0.0155 0.0267 0.0557 -0.619
C -1.782615 2.794215 0.738086 -0.0414 0.0448 -0.1119 -0.372
C -1.021616 2.034616 -0.369036 -0.0281 -0.0147 -0.0145 -0.264
C -1.846974 2.016957 -1.677960 -0.0164 0.1058 0.0612 -0.370
C -1.174949 1.265008 -2.814924 -0.0083 0.0006 -0.0372 -0.620
C 0.297624 2.747431 -0.636561 0.0505 -0.1294 0.0198 0.712
O 0.339962 3.891463 -0.992338 -0.0364 0.2283 -0.0659 -0.539
N 1.467174 2.020204 -0.460315 0.1474 0.0864 -0.0185 -0.658
C 1.582174 0.707809 -0.056256 -0.1690 -0.0269 0.0033 0.802
O 2.641586 0.154641 0.072150 0.2446 -0.0920 0.0156 -0.578
N 0.378303 0.048138 0.191402 0.1410 0.1600 -0.2192 -0.728
C -0.784052 0.631043 0.068011 -0.1256 -0.0775 0.0053 0.714
O -1.770867 -0.149627 0.357361 -0.1100 -0.0010 0.0309 -0.671
H -1.614732 3.386174 2.801181 -0.0271 0.0313 0.0490 0.239
H -0.070890 3.298000 1.975752 0.0661 0.0348 -0.0069 0.214
H -0.902380 1.819021 2.471368 0.0138 -0.0811 0.0290 0.194
H -1.935064 3.808102 0.363770 -0.0004 -0.0399 0.0201 0.243
H -2.762926 2.327761 0.846502 0.0087 0.0048 -0.0014 0.226
H -2.007268 3.061833 -1.951847 0.0162 -0.0556 0.0181 0.243
H -2.819595 1.582101 -1.446320 -0.0137 -0.0094 0.0014 0.225
H -0.210179 1.702577 -3.070821 0.0575 0.0323 -0.0195 0.214
H -1.792389 1.298317 -3.709580 -0.0271 0.0088 -0.0298 0.239
H -1.017948 0.213289 -2.570968 0.0124 -0.0842 0.0231 0.196
H 2.338046 2.506620 -0.652414 -0.1406 -0.0633 0.0450 0.444
```
Positions in Å, forces in eV/Å.

Calculated values
2S+1	6
⟨S²⟩	8.7694
net charge	+1
LUMO energy (spin up / spin down)	-0.1738 / -0.2630	Eh
ΔE to the lowest compared entry with this formula, charge and spin	0.193	eV
DFT total energy	-58189.014	eV
frontier orbital gap (spin up / spin down)	6.854 / 6.021	eV
molar mass	529.7	Da